# C20H17BrFN3S

The molecule C20H17BrFN3S (wB97M-V/def2-TZVPD, the Open Molecules 2025 dataset).

```
43
Properties=species:S:1:pos:R:3:forces:R:3
F -3.914621 -1.137971 1.846354 0.070 0.049 0.008
C -4.159841 -0.244175 0.866280 -0.069 0.215 -0.291
C -5.462780 0.164555 0.661386 0.118 -0.104 0.116
C -5.726985 1.091976 -0.330878 0.018 0.010 0.013
C -4.688388 1.598359 -1.091150 0.002 0.057 -0.141
C -3.388778 1.174651 -0.871995 -0.123 -0.088 0.066
C -3.098236 0.237578 0.108719 -0.137 -0.079 0.131
C -1.700000 -0.291943 0.387883 -0.354 -0.196 0.387
N -0.661759 0.529307 -0.225524 0.179 0.247 0.088
C -0.392700 1.728924 0.329260 -0.250 0.245 0.237
S -1.329817 2.406555 1.508806 -0.059 0.242 0.395
N 0.674273 2.455096 -0.165487 -0.200 0.308 -0.325
C 1.984266 2.005898 -0.317461 0.590 -0.288 -0.128
C 2.409392 0.785806 0.204409 0.015 0.112 0.093
C 3.717338 0.384879 0.002879 0.114 -0.163 0.024
C 4.624901 1.170580 -0.684646 0.060 -0.152 0.072
C 4.203134 2.399434 -1.166664 -0.034 -0.022 0.069
C 2.899242 2.816959 -0.990724 -0.147 -0.047 0.057
H 2.576805 3.774889 -1.369820 -0.056 0.097 -0.086
H 4.902785 3.033258 -1.689266 0.057 0.068 -0.053
H 5.639690 0.836343 -0.827902 0.074 -0.041 -0.012
Br 4.273942 -1.301061 0.700806 -0.092 0.264 -0.105
H 1.739367 0.178807 0.793534 -0.068 -0.082 0.008
H 0.590771 3.443855 0.038186 -0.070 -0.247 0.108
C -0.046324 0.086768 -1.461890 0.259 -0.312 -0.564
C -0.987109 -0.824568 -2.257412 0.141 0.491 -0.185
N -1.332469 -1.923579 -1.409362 -0.073 -0.020 0.250
C -1.311746 -3.260127 -1.643142 -0.021 -0.382 -0.238
C -1.594714 -3.902081 -0.467680 0.006 -0.129 -0.105
C -1.774996 -2.915695 0.522196 0.057 0.233 0.064
C -1.599263 -1.702933 -0.091425 0.131 -0.011 0.252
H -2.011044 -3.076579 1.554286 -0.059 0.023 0.220
H -1.663139 -4.961680 -0.324425 0.004 -0.215 -0.036
H -1.101505 -3.649894 -2.619481 0.058 -0.050 -0.189
H -1.889187 -0.279606 -2.560981 0.137 -0.088 -0.032
H -0.477099 -1.186198 -3.153301 -0.043 0.038 0.124
H 0.870741 -0.480683 -1.251390 -0.128 0.086 -0.111
H 0.224469 0.963953 -2.056055 -0.033 -0.099 0.074
H -1.553108 -0.269520 1.476102 0.006 -0.024 -0.257
H -2.589213 1.608222 -1.454510 0.106 0.029 -0.006
H -4.886109 2.334068 -1.855946 -0.024 0.067 -0.060
H -6.739409 1.424098 -0.500692 -0.095 0.023 -0.006
H -6.246467 -0.239483 1.282296 -0.069 -0.066 0.074
```
Forces are in eV/Å.

electronic energy: -4008.68319 Eh
2S+1: 1
structure (SMILES): Fc1ccccc1[C@H]1c2cccn2CCN1C(=S)Nc1cccc(Br)c1
LUMO level: 0.50 eV
Kohn-Sham gap: 8.564 eV



# C20H17BrN3O6SSr

A structure of composition C20H17BrN3O6SSr (wB97M-V/def2-TZVPD, the Open Molecules 2025 dataset).

```
49
Properties=species:S:1:pos:R:3:forces:R:3
Sr 0.856571 0.531593 -0.258569 -0.056 0.007 0.173
Br 3.672967 -0.847333 2.145700 0.012 0.057 -0.039
C 4.273812 0.682515 1.187128 0.118 -0.184 0.136
C 5.609470 1.042084 1.289384 -0.069 -0.029 0.010
C 6.003120 2.190184 0.626494 -0.059 0.084 -0.066
C 5.057057 2.924468 -0.072254 0.141 0.082 0.034
C 3.755050 2.464003 -0.131047 -0.192 0.047 0.024
N 3.371501 1.328817 0.481485 0.121 0.163 -0.035
C 2.659833 3.272576 -0.866266 0.060 -0.562 0.321
O 2.839947 4.478874 -0.938383 0.057 0.171 -0.233
O 1.694239 2.554573 -1.260493 -0.062 0.219 -0.115
H 6.295938 0.445302 1.870400 -0.014 -0.008 0.007
H 7.034976 2.515677 0.673692 -0.003 0.006 -0.008
H 5.287396 3.858549 -0.564119 0.008 -0.006 0.002
C -3.890043 -3.807950 -3.248079 -0.004 -0.032 -0.037
C -3.680169 -2.590846 -2.389728 0.041 0.048 0.021
C -4.653601 -2.167522 -1.494349 -0.008 0.036 0.034
C -4.444959 -1.068781 -0.668658 -0.061 -0.080 -0.004
C -3.251840 -0.372156 -0.736248 0.078 0.091 -0.040
C -2.275594 -0.778049 -1.636615 -0.010 -0.030 0.155
C -2.483832 -1.877258 -2.446313 -0.029 -0.090 -0.033
S -3.076869 1.083147 0.286924 -0.331 -0.147 -0.198
O -4.045822 0.926235 1.356170 0.095 -0.010 0.013
O -3.285750 2.219851 -0.581338 0.117 -0.042 0.007
N -1.567233 0.954117 0.763115 0.264 0.125 0.285
C -1.132547 1.495377 1.951217 -0.186 -0.102 -0.210
C -1.910850 2.213545 2.883148 0.088 0.128 0.261
C -1.309260 2.673030 4.034081 -0.234 -0.011 -0.126
C 0.041313 2.442763 4.272274 0.221 -0.067 -0.026
C 0.739251 1.752932 3.302797 -0.056 0.076 0.090
N 0.180998 1.294315 2.185529 0.057 -0.088 -0.199
H -4.948128 -4.060011 -3.322704 0.000 0.002 0.003
H -3.370768 -4.674440 -2.831790 0.004 0.010 0.013
H -3.504705 -3.653802 -4.256870 0.002 0.015 0.006
H -5.590965 -2.709261 -1.431125 0.000 0.003 0.001
H -5.198896 -0.754311 0.039917 0.005 0.012 0.004
H -1.325247 -0.274052 -1.697333 -0.023 0.121 -0.104
H -1.692369 -2.190019 -3.117617 -0.002 0.000 0.000
H -2.957646 2.387875 2.700048 -0.011 -0.011 -0.031
H -1.904243 3.222586 4.754502 0.007 0.001 0.001
H 0.536948 2.795240 5.165645 -0.004 0.000 0.000
H 1.800235 1.551702 3.413190 -0.003 -0.004 0.003
C 1.465523 -4.020327 -1.873476 0.009 -0.054 -0.105
O 1.614454 -3.337446 -0.628992 -0.029 0.024 -0.014
C 1.357693 -1.993867 -0.628077 0.083 -0.090 0.139
O 1.069288 -1.500106 -1.736987 -0.148 0.094 -0.200
H 1.720964 -5.060939 -1.681173 -0.003 0.007 0.011
H 2.122676 -3.610923 -2.642187 0.017 0.012 0.039
H 0.440127 -3.952517 -2.242050 -0.004 0.006 0.029
```
Forces are in eV/Å.

electronic energy: -4391.16496 Eh
2S+1: 1
energy above the lowest of the compared OMol25 structures with the same formula, charge and spin: 0.00 kcal/mol
LUMO level: 2.40 eV
Kohn-Sham gap: 7.495 eV
charge: -1



# C20H17ClCoI2N4OS

A structure of composition C20H17ClCoI2N4OS in a non-equilibrium geometry (wB97M-V/def2-TZVPD, the Open Molecules 2025 dataset).

```
47
Properties=species:S:1:pos:R:3:forces:R:3
Co -0.212260 0.737115 -1.261028 -0.001 0.429 -0.387
C 0.590632 -2.185405 3.875270 1.506 -1.450 0.672
N 0.097354 -2.158496 2.546979 -0.733 0.499 -0.243
C 0.874503 -1.997340 1.423262 -0.172 -0.271 -0.219
C 0.051787 -1.851665 0.374259 0.257 0.308 1.466
N -1.236694 -1.807822 0.865574 -1.918 -0.365 -0.125
C -1.223624 -2.085087 2.224318 -0.349 -0.156 0.118
S -2.459796 -2.439876 3.394321 0.815 0.364 -0.684
C -2.424866 -1.628450 0.039146 -0.578 0.166 0.035
C -3.730602 -1.598846 0.560139 0.883 -0.174 -0.476
C -4.836942 -1.816401 -0.305252 0.675 0.376 1.426
C -4.566217 -2.101581 -1.670422 -0.434 0.201 0.620
C -3.312431 -1.939186 -2.136921 -0.492 -0.117 0.806
N -2.248985 -1.576351 -1.373873 1.408 0.770 0.403
H 1.683468 -2.177816 3.771205 -0.168 0.245 0.222
H 0.363812 -3.121696 4.403451 -0.262 0.101 -0.300
H 0.275102 -1.397910 4.531883 -0.387 0.679 -0.097
H 1.941112 -1.969331 1.397451 0.334 -0.039 0.291
H 0.372590 -1.538123 -0.568124 0.086 -0.038 -1.057
H -3.802869 -1.455173 1.654696 -0.311 -0.310 -0.966
H -5.812994 -1.785664 0.174522 0.014 -0.086 -0.507
H -5.320476 -2.388150 -2.386565 -0.225 -0.034 0.074
H -3.177459 -2.107466 -3.160047 0.790 0.025 -1.404
Cl 5.938193 3.310208 -0.110364 0.782 0.153 0.126
C 4.622008 2.216561 -0.340823 -0.581 -1.584 0.080
C 4.852978 0.814368 -0.585293 2.365 3.264 0.725
C 3.823842 0.025809 -0.840425 -2.382 -2.167 -0.535
I 4.198994 -2.112173 -0.810900 -0.301 0.823 -0.269
C 2.493968 0.499799 -0.984460 -0.582 0.639 0.187
O 1.487641 -0.216464 -1.445409 0.915 0.598 0.527
C 2.257326 1.860027 -0.550281 -0.341 -0.666 -0.250
N 0.893528 2.254515 -0.557678 1.553 -1.101 -0.038
C 0.663343 3.463382 -0.034264 0.487 0.878 0.368
C 1.640971 4.340873 0.392512 -1.032 0.300 0.470
C 2.972787 4.029114 0.351660 1.151 -1.299 -0.863
C 3.319327 2.736604 -0.151203 -0.044 -0.656 -0.525
H 5.859473 0.390313 -0.574151 -0.207 0.441 0.138
H -0.334821 3.791239 0.084038 -1.099 0.021 -0.113
H 1.393233 5.283684 0.872602 -0.472 -0.034 -0.263
H 3.725174 4.749706 0.557515 0.528 0.371 0.294
C -1.067695 -0.816417 -2.017657 -0.284 -1.567 -0.975
H -0.306432 -1.600686 -2.163563 0.006 0.123 0.025
H -1.300362 -0.578998 -3.087550 -0.689 -0.099 0.829
I -2.938654 2.009600 -3.241487 0.097 -0.102 0.048
C -1.827911 1.759507 -1.335807 -0.623 -1.834 -0.076
H -2.621519 1.433744 -0.667327 -0.271 -0.120 0.003
H -1.629543 2.746401 -1.133936 0.285 2.494 0.418
```
Forces are in eV/Å.

electronic energy: -3903.05159 Eh
2S+1: 4
energy above the lowest of the compared OMol25 structures with the same formula, charge and spin: 0.00 kcal/mol
LUMO level (alpha / beta): 3.96 / 3.96 eV
Kohn-Sham gap (alpha / beta): 3.474 / 5.430 eV
charge: -2